# 1
{"formula": "C47H42HfN9OSeTe", "method": "ωB97M-V/def2-TZVPD", "homo_lumo_gap_ev": [7.17, 3.68], "total_charge": 2, "lumo_energy_ev": [-5.53, -9.01], "e_above_lowest_kj_mol": 128.6, "multiplicity": 2, "e_homo_ev": [-12.69, -12.69], "species": ["Hf", "N", "C", "C", "C", "C", "C", "C", "C", "N", "C", "C", "N", "C", "H", "H", "H", "H", "H", "H", "H", "C", "C", "C", "C", "C", "C", "Te", "N", "C", "O", "C", "C", "C", "C", "C", "C", "C", "C", "C", "C", "C", "C", "C", "C", "C", "C", "C", "C", "H", "H", "H", "H", "H", "H", "H", "H", "H", "H", "H", "H", "H", "H", "H", "H", "H", "H", "H", "H", "H", "H", "H", "H", "H", "H", "H", "N", "C", "C", "C", "N", "C", "N", "C", "N", "C", "Se", "N", "C", "C", "C", "C", "C", "C", "H", "H", "H", "H", "H", "H", "H", "H"], "xyz": [[1.90458, -0.31532, 0.24994], [-0.70789, -9.44546, 5.48009], [-0.62584, -8.43949, 4.93269], [-0.51034, -7.17113, 4.27628], [0.66484, -6.43376, 4.41481], [0.76572, -5.18298, 3.83664], [-0.30189, -4.67396, 3.10741], [-1.46017, -5.41787, 2.93317], [-1.56590, -6.66446, 3.52172], [-0.22173, -3.35038, 2.57064], [-1.26333, -2.45766, 2.47136], [-0.73472, -1.30204, 1.99560], [0.62630, -1.46515, 1.80778], [0.88710, -2.71909, 2.15710], [1.48938, -6.83815, 4.98490], [1.66706, -4.59996, 3.97476], [-2.27279, -5.03979, 2.32683], [-2.46632, -7.24898, 3.39577], [-2.26961, -2.70023, 2.76339], [-1.24509, -0.37357, 1.80500], [1.86050, -3.17893, 2.10242], [-3.43072, 6.81673, -0.28311], [-2.68745, 5.52325, -0.42525], [-3.34229, 4.35730, -0.81438], [-2.67712, 3.15094, -0.96586], [-3.46219, 1.94435, -1.41133], [-1.29661, 3.11403, -0.70436], [-0.40549, 1.14924, -0.79556], [0.71622, -1.42060, -0.96157], [1.53881, -1.08635, -1.90887], [2.37736, -0.05348, -1.60281], [1.66279, -1.72526, -3.21675], [0.92523, -2.87910, -3.48769], [1.06504, -3.51196, -4.70790], [1.94574, -3.00633, -5.65899], [2.67412, -1.85481, -5.39353], [2.53712, -1.21309, -4.17501], [-0.47434, 0.90678, -2.89499], [-1.25196, -0.13033, -3.42472], [-2.07707, -1.06972, -2.58972], [-1.28551, -0.27327, -4.80618], [-0.57806, 0.57011, -5.65042], [-0.64759, 0.42511, -7.13815], [0.20832, 1.57505, -5.07885], [0.27478, 1.76670, -3.71230], [1.13356, 2.86923, -3.15792], [-0.60431, 4.27216, -0.33074], [0.88830, 4.32255, -0.15161], [-1.31794, 5.45524, -0.19252], [-4.50387, 6.66404, -0.37166], [-3.12041, 7.51550, -1.06178], [-3.21595, 7.28342, 0.67829], [-4.40908, 4.38846, -1.00076], [-4.52662, 2.16460, -1.42219], [-3.30029, 1.08947, -0.74690], [-3.16424, 1.65420, -2.42044], [0.25930, -3.27019, -2.72955], [0.49470, -4.40829, -4.91249], [2.06881, -3.51609, -6.60531], [3.35940, -1.46021, -6.13166], [3.10797, -0.31935, -3.95762], [-1.76149, -1.07620, -1.54340], [-1.98478, -2.08327, -2.97590], [-3.13242, -0.79265, -2.63744], [-1.88992, -1.06772, -5.22813], [-1.28607, -0.40501, -7.43130], [0.34793, 0.26422, -7.55469], [-1.03909, 1.34008, -7.58563], [0.79114, 2.22123, -5.72484], [1.84034, 3.22046, -3.90628], [1.70583, 2.52621, -2.29208], [0.50630, 3.71274, -2.86573], [1.30668, 3.34404, 0.08232], [1.16018, 5.02204, 0.63475], [1.36500, 4.68561, -1.06398], [-0.78013, 6.35581, 0.08327], [3.51101, -1.61678, 0.60305], [4.52259, -2.05951, 0.17737], [5.67270, -2.56284, -0.30872], [6.15797, -2.04633, -1.54062], [6.49881, -1.60677, -2.54790], [6.31990, -3.60962, 0.40179], [6.79703, -4.46650, 1.00266], [0.69353, 4.00636, 3.60178], [0.48447, 2.62168, 3.98118], [1.13540, 1.54836, 3.51706], [2.43939, 1.50276, 2.16751], [0.71403, 0.47534, 4.20103], [-0.26445, 0.84113, 5.11339], [-1.04845, 0.11021, 5.99452], [-1.98912, 0.81632, 6.72012], [-2.14145, 2.20056, 6.57388], [-1.35478, 2.92822, 5.70179], [-0.41393, 2.21881, 4.96740], [1.58696, 4.08010, 2.98984], [0.83104, 4.60568, 4.50023], [-0.17109, 4.38132, 3.05397], [1.11212, -0.44113, 4.08590], [-0.92489, -0.95894, 6.10562], [-2.62621, 0.28967, 7.41708], [-2.89973, 2.71421, 7.14821], [-1.47068, 3.99840, 5.59573]]}



# 2
{"formula": "C47H44BrN4OSiW", "method": "ωB97M-V/def2-TZVPD", "homo_lumo_gap_ev": [6.45, 7.08], "total_charge": 1, "lumo_energy_ev": [-3.60, -3.55], "e_above_lowest_kj_mol": 0.0, "multiplicity": 3, "e_homo_ev": [-10.05, -10.63], "species": ["W", "Br", "C", "C", "C", "C", "O", "C", "C", "N", "C", "C", "C", "C", "C", "C", "C", "C", "N", "C", "C", "H", "H", "H", "H", "H", "H", "H", "H", "H", "H", "C", "Si", "C", "N", "C", "C", "C", "C", "C", "C", "C", "C", "C", "C", "C", "C", "C", "C", "C", "C", "C", "H", "H", "H", "H", "H", "H", "H", "H", "H", "H", "H", "H", "H", "H", "H", "H", "H", "H", "H", "H", "H", "H", "H", "H", "N", "C", "C", "C", "C", "C", "C", "C", "C", "C", "C", "C", "C", "H", "H", "H", "H", "H", "H", "H", "H", "H", "H"], "xyz": [[0.06378, -0.74312, 0.59417], [1.39019, 4.13606, 6.35340], [1.36160, 2.77586, 5.04101], [2.56924, 2.32646, 4.48125], [2.57608, 1.34177, 3.52402], [1.36866, 0.77538, 3.06882], [1.37204, -0.16566, 2.17236], [0.16218, 1.22754, 3.64664], [-1.08999, 0.68403, 3.25086], [-1.33165, -0.13977, 2.27061], [-2.66939, -0.60106, 2.15031], [-3.57907, -0.67188, 3.17433], [-4.90145, -1.08903, 2.93626], [-5.30116, -1.44127, 1.67868], [-4.37357, -1.42516, 0.61404], [-4.72197, -1.79249, -0.70481], [-3.76467, -1.76291, -1.67371], [-2.44905, -1.42181, -1.32419], [-2.07544, -1.08414, -0.10595], [-3.04360, -1.03830, 0.86088], [0.17613, 2.22920, 4.64222], [3.50187, 2.76240, 4.81391], [3.50507, 0.98464, 3.09951], [-1.94016, 1.03514, 3.83587], [-3.28543, -0.43115, 4.18760], [-5.59863, -1.12999, 3.76173], [-6.31915, -1.75174, 1.48271], [-5.73925, -2.08802, -0.92893], [-3.98309, -2.02573, -2.69862], [-1.67270, -1.45916, -2.07607], [-0.75561, 2.56752, 5.07932], [2.04405, -0.47964, -0.37797], [2.05460, 0.78295, -1.73519], [0.22914, 1.30681, -1.77664], [-0.33645, 1.39007, -0.38978], [-1.77528, 1.79804, -0.49960], [-1.96394, 3.27865, -0.80597], [-1.44226, 4.16136, 0.34014], [-0.48064, 3.35439, 1.21208], [0.41123, 2.47976, 0.34569], [3.15929, 2.25786, -1.38055], [3.30186, 3.23852, -2.36711], [4.05736, 4.38041, -2.14094], [4.69644, 4.55726, -0.92190], [4.58224, 3.58816, 0.06467], [3.81970, 2.45150, -0.16640], [2.47530, 0.18204, -3.46092], [3.67731, -0.50213, -3.66650], [4.03296, -0.96531, -4.92377], [3.19020, -0.74708, -6.00652], [1.99689, -0.06431, -5.82615], [1.64492, 0.39356, -4.56274], [2.69026, -0.11462, 0.42255], [2.49117, -1.41789, -0.71156], [-0.31954, 0.52206, -2.30994], [0.05177, 2.24789, -2.30784], [-2.28031, 1.55192, 0.43670], [-2.22430, 1.19604, -1.28684], [-3.02560, 3.45180, -0.98737], [-1.45966, 3.52644, -1.74106], [-2.26692, 4.53425, 0.94897], [-0.93265, 5.03574, -0.06700], [-1.04522, 2.75063, 1.91938], [0.16007, 4.00527, 1.80948], [1.21661, 2.02580, 0.92087], [0.88878, 3.12458, -0.39604], [2.82497, 3.10337, -3.33313], [4.15523, 5.12739, -2.91818], [5.29020, 5.44459, -0.74483], [5.09109, 3.71699, 1.01140], [3.74027, 1.70346, 0.61508], [4.34603, -0.67784, -2.82974], [4.96706, -1.49404, -5.06268], [3.46678, -1.10564, -6.98944], [1.34073, 0.11337, -6.66868], [0.70565, 0.92397, -4.44346], [0.47790, -2.55681, 1.82917], [-0.72449, -3.33648, 1.94340], [-1.36251, -3.47925, 3.16204], [-2.57431, -4.15300, 3.22250], [-3.12509, -4.67939, 2.06457], [-2.46248, -4.54048, 0.85182], [-1.24764, -3.86605, 0.76790], [-0.53060, -3.67988, -0.51989], [-0.56717, -4.74595, -1.42279], [-0.02418, -4.63473, -2.68970], [0.57100, -3.43728, -3.05101], [0.64198, -2.39568, -2.13652], [0.11369, -2.46124, -0.84292], [0.81965, -2.24506, 2.73329], [1.22127, -3.07948, 1.36872], [-0.91641, -3.06454, 4.05949], [-3.08221, -4.26596, 4.17099], [-4.07131, -5.20270, 2.10480], [-2.90273, -4.94587, -0.05071], [-1.02484, -5.67955, -1.11803], [-0.06043, -5.46947, -3.37694], [0.99993, -3.30321, -4.03689], [1.13182, -1.49996, -2.48209]]}